# C19H26N2OS

One molecule with the formula C19H26N2OS in a non-equilibrium geometry (wB97M-V/def2-TZVPD, the OMol25 dataset).

E_tot in eV: -35988.1411
Relative energy (zero: lowest compared OMol25 entry of this formula, charge and spin) in kcal per mole: 15.6
Lowest unoccupied orbital energy in eV: 0.61
Frontier orbital gap in eV: 9.5

Last column: Mulliken charge in e.
CARTESIAN COORDINATES (ANGSTROEM)
C (7.041, 0.089, 1.401)  -1.124
C (5.865, -0.581, 0.800)  0.667
N (5.525, -1.799, 1.010)  -0.539
C (4.404, -2.147, 0.333)  -0.585
C (3.851, -1.172, -0.437)  0.643
S (4.791, 0.278, -0.299)  -0.159
C (2.635, -1.217, -1.295)  -1.031
N (1.748, -0.112, -0.982)  0.183
C (0.691, 0.052, -1.957)  -0.660
C (-0.032, 1.372, -1.711)  -1.451
H (-0.842, 1.480, -2.435)  0.412
H (0.692, 2.169, -1.899)  0.441
C (-0.582, 1.553, -0.287)  2.309
C (0.457, 1.053, 0.734)  -1.579
C (1.171, -0.238, 0.342)  -0.793
H (0.488, -1.103, 0.389)  0.210
H (1.980, -0.418, 1.056)  0.540
H (1.230, 1.821, 0.833)  0.448
H (-0.014, 0.909, 1.709)  0.450
C (-0.761, 3.081, -0.075)  -1.504
O (-1.251, 3.430, 1.194)  -0.544
H (-0.612, 3.146, 1.857)  0.359
H (0.195, 3.590, -0.265)  0.523
H (-1.499, 3.463, -0.785)  0.430
C (-1.989, 0.956, -0.088)  -1.295
H (-2.603, 1.261, -0.939)  0.396
H (-2.419, 1.431, 0.799)  0.488
C (-2.134, -0.560, 0.084)  0.013
C (-3.592, -0.898, 0.222)  -0.126
C (-4.364, -1.169, -0.900)  -0.218
C (-5.714, -1.445, -0.779)  -0.681
C (-6.312, -1.451, 0.470)  -0.391
C (-5.552, -1.179, 1.594)  -0.679
C (-4.202, -0.903, 1.470)  -0.216
H (-3.614, -0.692, 2.352)  0.384
H (-6.013, -1.182, 2.572)  0.373
H (-7.366, -1.667, 0.566)  0.374
H (-6.302, -1.657, -1.661)  0.371
H (-3.902, -1.167, -1.877)  0.379
H (-1.726, -1.080, -0.783)  -0.006
H (-1.603, -0.887, 0.978)  0.449
H (-0.014, -0.797, -1.933)  0.194
H (1.139, 0.082, -2.954)  0.513
H (2.931, -1.118, -2.345)  0.407
H (2.148, -2.202, -1.168)  0.302
H (4.025, -3.148, 0.436)  0.419
H (7.729, 0.417, 0.624)  0.297
H (6.731, 0.965, 1.969)  0.293
H (7.549, -0.609, 2.061)  0.316



# C5H17N2Si

A 2-piece molecular cluster, C5H17N2Si overall in a non-equilibrium geometry (wB97M-V/def2-TZVPD, the OMol25 dataset).

E_tot in eV: -16311.5705
Relative energy (zero: lowest compared OMol25 entry of this formula, charge and spin) in kcal per mole: 26.2
Lowest unoccupied orbital energy in eV: -5.29
Net charge: +1
Frontier orbital gap in eV: 8.4

Last column: Mulliken charge in e.
CARTESIAN COORDINATES (ANGSTROEM)
C (-1.148, -0.910, -2.151)  -1.012
C (1.932, -1.067, -1.456)  -1.089
C (0.442, 1.738, -1.364)  -1.042
C (0.739, -0.108, 1.787)  -0.340
C (-0.072, -0.536, 0.675)  -0.204
N (0.253, -0.338, 3.098)  -0.485
N (-2.057, 0.967, 1.249)  -0.666
Si (0.281, -0.144, -1.170)  0.219
H (-0.926, -0.916, -3.215)  0.346
H (-1.332, -1.940, -1.857)  0.356
H (-2.074, -0.358, -2.021)  0.333
H (2.101, -1.200, -2.521)  0.351
H (2.778, -0.512, -1.059)  0.352
H (1.938, -2.055, -1.003)  0.375
H (-0.469, 2.247, -1.069)  0.320
H (1.261, 2.150, -0.782)  0.356
H (0.628, 1.991, -2.403)  0.376
H (1.643, -0.721, 1.536)  0.352
H (1.086, 0.927, 1.695)  0.350
H (-0.778, -1.329, 0.898)  0.500
H (0.902, -0.131, 3.841)  0.238
H (-0.210, -1.226, 3.235)  0.216
H (-2.323, 0.677, 2.178)  0.282
H (-1.759, 1.933, 1.266)  0.255
H (-2.834, 0.858, 0.613)  0.261



# C8H7N

C8H7N as an isolated structure in a non-equilibrium geometry (wB97M-V/def2-TZVPD, the OMol25 dataset).

E_tot in eV: -9887.9446
Relative energy (zero: lowest compared OMol25 entry of this formula, charge and spin) in kcal per mole: 250.5
Lowest unoccupied orbital energy in eV: 0.20
Frontier orbital gap in eV: 9.3

Last column: Mulliken charge in e.
CARTESIAN COORDINATES (ANGSTROEM)
C (0.833, -0.951, 1.117)  -1.101
C (0.787, -0.192, -0.204)  1.433
C (1.668, 0.986, -0.090)  -0.643
C (2.173, 2.114, -0.062)  -0.140
C (-0.726, 0.099, -0.368)  -1.027
C (-1.842, 0.476, -0.476)  1.114
C (-3.169, 0.611, -0.414)  -0.524
C (-4.424, 0.397, 0.063)  -0.445
H (1.716, -2.156, 0.882)  0.247
H (1.063, -0.197, 2.012)  0.298
H (-0.429, -1.424, 1.491)  0.280
H (1.385, -0.388, -2.090)  0.338
H (2.150, -1.125, -0.943)  0.309
H (3.179, 2.831, 0.289)  0.292
H (-5.598, 0.016, 0.134)  0.305
N (1.233, -1.097, -1.341)  -0.737



# C7H14O2S3

One molecule with the formula C7H14O2S3 in a non-equilibrium geometry (wB97M-V/def2-TZVPD, the OMol25 dataset).

E_tot in eV: -44086.4349
Relative energy (zero: lowest compared OMol25 entry of this formula, charge and spin) in kcal per mole: 0.0
Lowest unoccupied orbital energy in eV: 0.59
Frontier orbital gap in eV: 9.5

Last column: Mulliken charge in e.
CARTESIAN COORDINATES (ANGSTROEM)
O (0.985, -1.349, -2.029)  -0.550
O (1.153, 0.251, -0.378)  -0.278
S (-2.464, 1.209, -1.872)  -0.081
S (0.567, 1.192, 3.986)  -0.222
S (2.111, -1.609, 3.138)  -0.202
C (0.814, -0.216, -1.634)  0.412
C (-2.664, -0.293, -0.841)  -0.531
C (1.567, -0.786, 0.560)  -0.931
C (-1.162, 0.558, -3.052)  -0.863
C (0.258, 0.279, 2.372)  -0.521
C (0.281, 0.806, -2.671)  -0.300
C (1.598, -0.278, 1.953)  -0.071
H (-0.583, 1.850, 4.144)  0.134
H (1.914, -1.040, 4.331)  0.154
H (-1.693, -0.570, -0.483)  -0.060
H (-3.342, -0.114, 0.013)  0.337
H (-3.067, -1.141, -1.431)  0.316
H (2.525, -1.183, 0.253)  0.418
H (0.845, -1.632, 0.512)  0.374
H (-1.300, -0.518, -3.167)  0.342
H (-1.354, 1.005, -3.993)  0.414
H (-0.138, 1.006, 1.653)  0.362
H (-0.468, -0.562, 2.436)  0.317
H (0.899, 0.777, -3.593)  0.351
H (0.368, 1.818, -2.244)  0.249
H (2.350, 0.541, 2.038)  0.431



What is the lowest unoccupied orbital energy in the third record?
0.20 eV



Which formula does entry 2 have?
C5H17N2Si



Among the records above, which one has the highest lowest unoccupied orbital energy?
C19H26N2OS